This record from OMol25 describes a 2-piece molecular cluster, C5H8NO3 overall in a non-equilibrium geometry. The level of theory is ωB97M-V with the def2-TZVPD basis set.

orbital gap (alpha / beta)	9.859 / 7.959	eV
HOMO energy (alpha / beta)	-0.3670 / -0.3738	Eh
spin multiplicity	2
energy above the lowest of the compared OMol25 structures with the same formula, charge and spin	0.0	kcal/mol
E_LUMO (alpha / beta)	-0.13 / -2.21	eV
M	130.12	g mol⁻¹

Positions of all 17 atoms, in Å:
C 0.73916 -0.15504 0.71816
C 1.40579 -0.98846 -0.12179
C 1.18053 -2.44000 -0.13269
O 0.15087 -2.99087 0.21433
C 1.12060 1.26472 0.96264
H 0.10068 -0.62271 1.47607
H 2.11867 -0.59180 -0.84956
H 2.01122 -3.04406 -0.55636
H 1.58595 1.36489 1.95507
H 1.80408 1.64679 0.19412
H 0.21785 1.89523 0.98201
C -1.58104 0.33305 -1.13410
H -1.01605 0.78471 -1.94538
H -1.75940 -0.73175 -1.00763
N -2.45826 1.18741 -0.44929
O -2.42487 2.38689 -0.70916
O -3.19579 0.70101 0.40355

The Mulliken scheme yields these atomic charges, measured in e: atom 1 (C): -0.14, atom 2 (C): -0.12, atom 3 (C): -0.10, atom 4 (O): -0.48, atom 5 (C): -1.06, atom 6 (H): 0.38, atom 7 (H): 0.29, atom 8 (H): 0.33, atom 9 (H): 0.32, atom 10 (H): 0.32, atom 11 (H): 0.29, atom 12 (C): -0.64, atom 13 (H): 0.38, atom 14 (H): 0.41, atom 15 (N): 0.91, atom 16 (O): -0.54, atom 17 (O): -0.55